29
Properties=species:S:1:pos:R:3:forces:R:3 method="wB97M-V/def2-TZVPD" gap_ev="5.3 / 5.5" homo_ev="-8.731 / -8.821" e_above_lowest_ev=1.171
C -2.334688 -0.958132 -0.103252 0.817 0.018 -0.705
C -1.727053 -1.132191 -1.409118 -0.203 0.915 0.222
C -1.494008 0.169178 -1.968452 -0.875 -0.356 0.710
H -1.442323 -2.094481 -1.840908 -0.196 0.440 0.141
C -1.944526 1.159626 -1.040559 0.087 -0.927 0.138
C -2.459260 0.479042 0.132471 0.706 0.467 -0.692
H -2.895231 0.929992 1.028373 0.233 -0.226 -0.498
H -2.631023 -1.743222 0.599918 0.152 0.409 -0.386
H -1.039521 0.365697 -2.936102 -0.116 -0.050 0.314
H -1.866472 2.242182 -1.143622 -0.082 -0.412 -0.035
Pb -0.046446 -0.170555 0.500720 -0.506 -1.086 0.773
Cl 0.235932 -2.396519 1.588325 0.090 -0.082 0.181
C 2.450028 0.128332 0.259901 -1.314 0.321 -0.090
C 2.043198 1.382801 -0.357390 -0.560 -0.343 -1.587
C 1.561356 1.092161 -1.673861 1.147 -0.509 1.261
H 2.091456 2.356954 0.118430 -0.003 -0.245 -0.096
C 1.645377 -0.331248 -1.887529 1.319 0.148 1.261
C 2.202079 -0.933958 -0.712311 -0.978 0.539 -1.823
H 2.369209 -1.993174 -0.537124 -0.018 0.323 -0.059
H 2.825772 -0.005358 1.275883 0.046 0.090 -0.426
H 1.163771 1.819478 -2.371596 0.076 -0.121 0.138
H 1.333190 -0.870045 -2.775595 0.064 0.126 0.206
Cl 0.111670 0.468160 5.549654 0.225 -0.142 0.605
C -0.119739 1.618204 4.277780 -0.323 0.834 0.383
Cl 1.274489 2.703797 3.963168 -0.199 -0.146 0.878
C -0.532396 0.918627 3.040931 -2.853 -2.102 -0.888
O -1.566067 0.160191 2.950923 3.567 2.374 0.448
O 0.243392 1.266739 2.089971 -0.247 -0.635 -1.152
H -0.977866 2.248321 4.456270 -0.055 0.379 0.779

29
Properties=species:S:1:pos:R:3:forces:R:3 method="wB97M-V/def2-TZVPD" gap_ev="4.2 / 4.6" multiplicity=6 homo_ev="-2.525 / -2.525" total_charge=-1
C 1.537096 -2.479303 2.312775 -0.609 0.135 -0.580
C 1.599807 -2.394231 0.888718 -0.994 -0.091 0.863
C 0.256631 -2.435721 0.382209 0.278 -1.124 0.581
H 2.498027 -2.328568 0.309946 0.226 0.132 -0.245
C -0.614557 -2.591940 1.499493 0.549 -0.260 -0.117
C 0.166916 -2.564998 2.692127 0.422 -0.453 -0.557
H -0.202496 -2.709920 3.706906 0.084 0.188 -0.311
H 2.370760 -2.425437 3.000677 -0.059 0.028 -0.160
H -0.029238 -2.485633 -0.662354 0.032 0.194 0.110
H -1.683817 -2.756183 1.465450 0.066 0.190 -0.111
Sm 0.314751 -0.156343 1.501091 0.378 0.781 -0.684
Cl 2.204082 0.839408 2.826353 0.319 0.217 0.308
C 0.760628 2.341077 -2.850346 -0.214 -0.821 -0.442
C -0.472549 1.696505 -3.185939 0.933 -0.294 -0.222
C -0.160120 0.473789 -3.861476 0.428 0.609 0.346
H -1.469756 2.086423 -2.989791 0.202 -0.110 0.009
C 1.261507 0.363047 -3.938196 -0.267 0.395 0.225
C 1.831759 1.514878 -3.316872 -0.725 -0.114 -0.002
H 2.896930 1.745405 -3.247721 -0.294 -0.079 0.006
H 0.859699 3.311820 -2.366122 -0.005 -0.233 -0.052
H -0.882070 -0.226198 -4.286175 0.186 0.157 0.146
H 1.816288 -0.443912 -4.428837 -0.193 0.283 0.202
Cl -1.974545 -0.190428 3.121333 -0.486 1.385 -0.278
C -2.287811 1.631297 2.649484 0.079 -0.041 0.331
Cl -1.113107 2.628616 3.549507 -0.552 -0.397 -0.286
C -2.125783 1.856825 1.112562 0.925 -0.424 -1.110
O -3.064306 2.395539 0.559784 0.703 -0.362 0.551
O -0.979068 1.443887 0.604881 -1.870 0.319 1.380
H -3.315645 1.860307 2.950537 0.457 -0.206 0.101

27
Properties=species:S:1:pos:R:3:forces:R:3 method="wB97M-V/def2-TZVPD" gap_ev=8.5 homo_ev=-13.237 smiles="C=CCc1cn[nH+]c(Cl)c1-c1ccccn1" total_charge=+1
C 3.416589 -0.066589 1.160794 -0.148 0.121 -0.083
C 2.230819 0.335227 0.719241 0.156 -0.049 0.004
C 1.760440 0.121148 -0.707211 0.110 0.216 -0.001
C 0.771141 -1.006298 -0.726871 0.729 -0.220 -0.176
C 1.245575 -2.314237 -1.006619 -0.020 0.041 -0.058
N 0.494691 -3.384395 -1.016489 0.191 0.163 -0.033
N -0.778138 -3.185458 -0.744927 -0.192 0.154 0.056
C -1.340462 -2.009670 -0.459979 0.052 -0.101 0.130
Cl -3.009516 -2.049773 -0.161249 0.026 0.020 -0.048
C -0.558220 -0.849660 -0.418143 -0.638 -0.100 -0.024
C -1.158063 0.477437 -0.109449 -0.080 0.190 0.244
C -1.768212 0.722474 1.114041 -0.032 0.025 -0.053
C -2.279820 1.995584 1.341830 0.056 0.060 -0.088
C -2.162723 2.949349 0.341737 0.049 -0.072 -0.027
C -1.525448 2.600719 -0.847097 -0.103 0.043 0.156
N -1.020739 1.391156 -1.067190 -0.068 -0.002 -0.109
H 3.715737 0.091647 2.190265 -0.003 0.015 -0.091
H 4.141941 -0.533033 0.498468 -0.097 -0.013 0.096
H 1.537499 0.850502 1.379805 0.024 -0.123 0.001
H 1.291818 1.026080 -1.102970 0.096 -0.178 0.053
H 2.614861 -0.128504 -1.340391 -0.082 -0.038 0.043
H 2.291457 -2.478440 -1.242774 -0.100 -0.023 0.053
H -1.355611 -4.020762 -0.768749 0.018 0.015 -0.007
H -1.837411 -0.056406 1.866145 -0.001 0.090 -0.044
H -2.755310 2.242065 2.283864 0.027 -0.057 -0.062
H -2.546349 3.953927 0.471433 0.014 -0.088 0.017
H -1.416547 3.325907 -1.647515 0.019 -0.088 0.050

29
Properties=species:S:1:pos:R:3:forces:R:3 method="wB97M-V/def2-TZVPD" gap_ev="5.8 / 5.6" homo_ev="-18.629 / -18.443" total_charge=+3
Ga 0.005602 0.010561 -3.739846 0.048 -0.186 0.853
O 0.149713 2.781535 -0.903308 -0.029 -1.144 -3.040
C 0.135940 2.330520 -1.955140 0.060 1.715 3.188
C -0.105258 -2.260835 -2.111780 -0.131 -1.827 3.259
O -0.141692 -2.722205 -1.064536 0.098 1.205 -3.157
C 1.538026 -0.041396 -2.226668 3.203 -0.434 3.948
O 2.210899 -0.113472 -1.288621 -2.980 0.392 -4.457
C -1.501561 0.121227 -2.250309 -3.269 0.107 3.871
O -2.187514 0.152385 -1.322005 2.937 -0.104 -4.264
C 0.037953 0.720084 -5.581150 0.088 1.334 -0.460
H -0.881289 1.311505 -5.751469 0.574 -0.219 -0.055
H 1.013497 1.221495 -5.726845 -0.586 -0.171 -0.117
C -0.030616 -0.722474 -5.653745 -0.032 -1.086 -0.410
H 0.892422 -1.297268 -5.854799 -0.554 0.228 0.073
H -0.999648 -1.204941 -5.879289 0.577 0.165 0.123
N -0.034073 -0.233865 1.359842 0.578 0.400 1.474
C -0.027219 -0.146890 2.735126 -0.008 0.714 -0.770
C 1.214252 -0.217213 3.444915 0.294 -0.138 1.594
C 1.202407 -0.165624 4.851667 0.845 0.004 -1.643
C 0.000953 0.032681 5.552619 0.023 -0.534 0.616
C -1.206167 0.185039 4.849706 -0.824 0.347 -1.464
C -1.238261 0.146935 3.442399 -0.369 -0.239 1.688
H 0.835174 -0.007752 0.879831 -0.344 -0.339 0.288
H -0.896490 -0.055657 0.878027 -0.174 0.063 0.082
H 2.156095 -0.314969 2.885827 -0.470 -0.107 0.380
H 2.129722 -0.258936 5.426792 -0.290 0.045 -0.417
H 0.002556 0.011908 6.666163 -0.014 0.162 -1.016
H -2.106009 0.381076 5.445017 0.243 -0.062 -0.542
H -2.169424 0.356537 2.891575 0.508 -0.292 0.372

35
Properties=species:S:1:pos:R:3:forces:R:3 method="wB97M-V/def2-TZVPD" gap_ev=8.4 homo_ev=-12.031 e_above_lowest_ev=0.149 total_charge=+1
Hf -0.123296 0.220632 -0.046129 -0.505 0.443 -0.878
O 1.038841 -3.150228 5.023036 0.055 -0.034 0.088
C 0.876693 -2.451254 3.903964 -0.018 0.116 -0.129
C 1.805799 -1.495334 3.462133 -0.012 0.017 -0.181
C 1.525648 -0.831582 2.289187 0.210 0.002 0.316
N 0.428621 -1.098040 1.590713 0.024 -0.142 0.384
C -0.480734 -1.977903 2.009177 -0.124 -0.249 0.225
C -0.302005 -2.683258 3.173998 0.032 0.015 -0.107
C -1.724576 -1.987820 1.121414 -0.117 -0.251 0.425
O -2.705427 -2.606855 1.414568 0.110 -0.016 -0.089
O -1.584698 -1.177995 0.082002 0.133 -0.004 0.052
C 2.343285 0.290950 1.659514 0.293 -0.221 0.264
O 3.469007 0.532808 1.984520 -0.122 0.023 0.036
O 1.654612 0.911783 0.708729 0.006 -0.062 -0.007
H 1.870112 -2.935593 5.469251 -0.075 -0.008 -0.060
H 2.707317 -1.268693 4.015930 0.020 0.013 -0.009
H -1.043490 -3.385330 3.527176 -0.016 -0.008 -0.016
C 1.532688 -0.654041 -3.904254 0.029 0.022 0.041
C 1.658767 -0.152945 -2.508954 0.242 0.111 -0.085
N 2.495841 0.818870 -2.216565 -0.096 -0.119 -0.056
O 0.944637 -0.680414 -1.599338 -0.073 0.029 -0.077
H 2.202679 -0.149504 -4.594843 0.005 0.004 0.008
H 0.499285 -0.515883 -4.223152 -0.002 0.006 0.004
H 1.734470 -1.724797 -3.905714 0.000 -0.009 0.005
H 3.047993 1.260521 -2.934001 -0.003 -0.016 -0.001
H 2.580209 1.151646 -1.260039 0.010 -0.005 0.005
S 0.293802 4.266663 -2.146092 0.029 0.068 -0.036
C -0.243856 2.875908 -1.655607 -0.127 -0.040 -0.067
N -0.651377 1.808445 -1.291799 0.121 0.264 -0.050
C -3.609482 2.350627 2.433744 -0.231 0.121 0.095
C -2.385752 1.778369 1.939543 0.421 -0.142 -0.025
N -1.408497 1.322322 1.552207 -0.143 0.038 -0.109
H -3.816859 3.271387 1.888931 -0.028 -0.011 0.027
H -3.501756 2.566360 3.496300 -0.035 0.009 -0.012
H -4.419824 1.637931 2.280495 -0.010 0.034 0.018

29
Properties=species:S:1:pos:R:3:forces:R:3 method="wB97M-V/def2-TZVPD" gap_ev=6.6 homo_ev=-11.124 e_above_lowest_ev=0.000 total_charge=+1
Pd -0.933518 0.392998 0.478340 0.041 -0.044 -0.032
N -0.504468 2.315620 0.886678 -0.044 0.057 -0.145
C -1.570165 3.181480 0.325511 0.051 -0.032 0.003
C -2.324150 2.510703 -0.809182 0.059 -0.039 -0.021
O -3.380516 2.887914 -1.199596 0.056 0.073 -0.087
N -1.663283 1.305909 -1.343679 -0.474 -0.023 0.358
C -2.085171 0.926754 -2.481600 0.283 -0.018 -0.072
C -2.314459 -2.365166 0.250987 0.032 0.012 0.293
O -3.240318 -3.025784 0.366065 -0.001 -0.033 -0.076
O -1.351519 -1.703592 0.139874 -0.069 0.034 -0.350
H -0.389477 2.446962 1.888790 -0.065 -0.042 0.009
H 0.393221 2.513944 0.451972 0.030 0.005 0.065
H -1.159954 4.124063 -0.041129 -0.031 0.017 0.000
H -2.300201 3.412773 1.098228 0.014 -0.009 0.019
H -1.675566 0.024588 -2.922778 -0.064 -0.037 0.025
H -2.836683 1.502873 -3.018347 0.056 0.034 -0.031
C -0.568674 -0.071907 2.298520 0.113 0.002 0.020
C -0.380772 -0.355935 3.458322 0.013 0.048 0.023
C -0.150019 -0.712568 4.831271 0.002 -0.007 -0.006
C 0.997507 -1.423490 5.185140 -0.003 0.001 0.002
C 1.218644 -1.765170 6.508671 -0.001 0.000 0.000
C 0.300899 -1.403115 7.485099 0.000 0.000 0.000
C -0.842564 -0.697392 7.137004 0.000 0.000 0.001
C -1.070562 -0.351474 5.815757 -0.001 -0.002 0.001
H 1.707996 -1.703512 4.418945 0.001 0.001 0.000
H 2.109307 -2.316222 6.779072 0.000 0.000 0.000
H 0.476373 -1.672096 8.518074 0.000 0.000 0.000
H -1.559234 -0.416668 7.897062 0.000 0.000 0.000
H -1.961917 0.195392 5.537953 0.001 0.001 0.000